No. 1
Below is a structure of composition C19H35Br3N2O5 at a distorted geometry, with properties calculated with ωB97M-V/def2-TZVPD.

Last column: Mulliken charge in e.
Cartesian coordinates (Å):
Br: -0.445 6.869 -3.843  -0.02
Br: 2.432 5.674 -3.168  -0.02
Br: 0.865 7.399 -0.984  -0.03
O: 3.512 -1.367 0.744  -0.62
O: 1.797 -0.211 3.006  -0.58
O: -0.175 3.029 -0.515  -0.48
O: -1.789 2.409 0.855  -0.47
O: -0.682 -3.419 -2.492  -0.59
N: -0.523 -3.566 -0.218  -0.34
N: -1.988 -0.829 -2.797  -0.09
C: -0.488 -2.916 -1.469  -0.55
C: -0.732 -2.745 2.224  -1.72
C: -0.168 -1.405 -1.215  3.08
C: -1.040 -1.216 0.042  -0.77
C: 0.712 6.176 -2.466  0.28
C: -0.573 -0.646 -2.477  -2.07
C: 1.378 -1.492 -1.044  -1.82
C: 0.886 -1.175 3.526  -0.65
C: -1.922 1.082 0.315  -1.00
C: 1.559 3.149 1.736  -0.74
C: 2.083 -0.129 -0.869  0.59
C: -2.637 -2.956 0.761  -1.93
C: 0.736 -2.389 2.582  0.00
C: 3.304 -0.127 0.070  -1.09
C: -2.277 -1.179 -4.196  -1.05
C: -1.089 -2.612 0.745  0.69
C: -0.939 0.065 0.896  0.62
C: -0.618 3.009 0.559  0.51
C: 0.076 3.607 1.772  -0.41
H: -0.364 3.160 2.658  0.30
H: -1.394 -1.206 -4.829  0.32
H: 0.023 4.692 1.791  0.38
H: 1.351 0.633 -0.615  -0.66
H: 1.891 2.843 2.726  0.30
H: 1.557 -2.205 -0.245  0.88
H: -1.858 1.148 -0.773  0.52
H: -1.173 -4.335 -0.359  0.45
H: 1.238 -1.468 4.513  0.42
H: -1.387 -2.089 2.796  0.62
H: 2.441 0.165 -1.856  0.66
H: 4.232 0.153 -0.429  0.43
H: 2.218 3.924 1.353  0.40
H: 1.814 -0.283 2.044  -0.03
H: 1.628 2.284 1.083  -0.07
H: -0.427 0.420 -2.240  0.31
H: -2.746 -2.166 -4.215  0.27
H: -2.936 0.764 0.543  0.33
H: 0.101 -0.862 -3.302  0.77
H: -3.032 -0.491 -4.580  0.36
H: -3.160 -2.161 1.290  0.36
H: -0.919 -3.765 2.551  0.50
H: -1.322 -0.174 1.889  0.16
H: 1.336 -2.224 1.687  -0.14
H: 3.145 0.641 0.836  0.41
H: -3.013 -3.067 -0.257  0.49
H: -0.081 -0.682 3.674  0.27
H: 0.250 5.274 -2.084  -0.21
H: -2.772 -3.909 1.278  0.54
H: 0.065 0.463 1.027  -0.68
H: -2.055 -1.139 -0.358  0.71
H: 1.746 -1.936 -1.970  0.64
H: 1.199 -3.229 3.099  0.57
H: 3.689 -1.213 1.680  0.40
H: -2.544 -0.050 -2.483  0.32

The multiplicity is 1. For the HOMO energy, the calculation gives -8.61 eV. The value obtained for the gap between HOMO and LUMO is 0.320 Eh. Its total charge is 0.

***

No. 2
Below is a structure of composition C19H35FILiO11S4 at a distorted geometry, with properties calculated with ωB97M-V/def2-TZVPD.

Last column: Mulliken charge in e.
Cartesian coordinates (Å):
I: -1.072 0.286 2.957  -0.67
S: -3.434 -1.920 0.014  1.13
S: -2.302 2.449 -0.680  1.00
S: 1.497 -3.037 1.117  0.93
S: 2.218 1.839 -0.245  1.18
F: 0.850 -2.361 -3.297  -0.35
O: 0.904 -4.374 1.098  -0.79
O: 1.794 3.226 -0.272  -0.79
O: -1.000 -0.388 -4.165  -0.42
O: 1.321 0.787 0.158  -0.16
O: 0.241 1.299 -3.357  -0.52
O: 0.805 -1.899 0.556  0.02
O: -0.089 -0.619 -2.193  0.37
O: -2.235 -1.148 -0.254  -0.25
O: -1.207 1.512 -0.557  -0.06
O: -3.631 1.974 -0.941  -0.90
O: -3.926 -2.822 -1.000  -0.83
C: -4.815 -0.858 1.991  -0.47
C: -1.416 4.993 -1.032  -0.69
C: 4.563 1.722 -1.521  -0.78
C: -1.433 -1.664 -3.632  -0.37
C: 3.567 -2.548 2.702  -0.41
C: 3.151 -3.201 0.349  -0.46
C: -0.278 -1.931 -2.654  0.38
C: 4.819 1.268 -0.068  -0.36
C: 3.734 1.847 0.819  -1.03
C: -2.306 3.608 0.756  -0.85
C: -1.195 4.574 0.418  -0.15
C: -0.238 0.216 -3.233  0.25
C: -1.802 3.748 -1.867  -0.64
C: 2.054 -2.686 2.793  -0.67
C: -4.603 -2.325 2.412  -0.63
C: -4.765 -0.814 0.473  -0.59
C: -3.393 -2.820 1.595  -0.62
C: 3.074 1.512 -1.816  -0.64
C: 4.065 -3.416 1.564  -0.73
Li: -0.579 -0.148 0.412  0.04
H: -3.315 -3.895 1.442  0.48
H: -0.489 -2.658 -1.875  0.13
H: 3.163 -3.944 -0.443  0.49
H: 3.931 2.912 0.921  0.31
H: 4.045 -4.478 1.833  0.33
H: -0.973 3.488 -2.520  0.17
H: 2.927 0.460 -2.072  0.17
H: -0.486 5.397 -1.440  0.38
H: -1.495 -2.334 -4.482  0.38
H: -2.239 3.016 1.669  0.32
H: 3.837 -1.497 2.570  0.11
H: -3.317 4.010 0.669  0.40
H: 5.136 -3.321 1.366  0.40
H: 4.883 2.750 -1.688  0.33
H: -5.696 -1.221 0.073  0.39
H: -2.456 -2.560 2.097  0.12
H: 3.465 1.361 1.751  0.48
H: -0.197 4.184 0.603  0.00
H: 4.869 0.179 -0.040  0.18
H: 2.591 2.092 -2.597  0.54
H: -5.478 -2.922 2.155  0.28
H: -2.660 3.924 -2.516  0.48
H: 3.313 -2.242 -0.151  -0.02
H: -1.261 5.424 1.104  0.41
H: -2.113 5.811 -1.216  0.28
H: 4.110 -2.870 3.593  0.35
H: -4.130 -0.142 2.450  0.12
H: 1.727 -3.495 3.445  0.40
H: -4.638 0.158 0.001  0.18
H: 5.816 1.695 0.068  0.39
H: -2.357 -1.576 -3.065  0.16
H: -5.775 -0.500 2.377  0.39
H: -4.428 -2.386 3.482  0.37
H: 5.168 1.087 -2.168  0.37
H: 1.585 -1.788 3.199  0.27

The multiplicity is 1. For the HOMO energy, the calculation gives -7.28 eV. The value obtained for the gap between HOMO and LUMO is 0.277 Eh. Its total charge is 0.

***

No. 3
Below is a structure of composition C19H35FNO14S2V at a distorted geometry, with properties calculated with ωB97M-V/def2-TZVPD.

Last column: Mulliken spin population.
Cartesian coordinates (Å):
V: -21.847 -15.142 -9.119  4.14
S: -21.900 -18.734 -9.708  0.01
S: -20.482 -14.466 -6.098  0.00
F: -24.921 -16.852 -1.932  0.00
O: -21.746 -17.292 -9.291  -0.05
O: -21.090 -14.147 -7.428  -0.03
O: -23.362 -15.844 -7.612  -0.08
O: -27.485 -19.339 -9.904  0.00
O: -26.114 -22.841 -7.188  0.00
O: -29.374 -18.524 -11.024  0.00
O: -30.273 -19.216 -5.555  0.00
O: -26.831 -20.714 -6.554  0.00
O: -28.259 -17.152 -9.465  0.00
O: -31.475 -17.244 -5.720  0.00
O: -24.956 -16.528 -6.506  -0.01
O: -29.353 -17.168 -5.004  0.00
O: -23.158 -15.968 -5.578  0.01
O: -28.254 -22.226 -7.234  0.00
N: -23.813 -16.084 -6.508  -0.01
C: -28.721 -23.350 -8.003  0.00
C: -25.483 -20.154 -6.325  0.00
C: -23.882 -13.484 -1.161  0.00
C: -30.273 -17.963 -5.510  0.00
C: -24.983 -13.485 -3.351  0.00
C: -21.906 -19.840 -8.218  0.00
C: -28.153 -17.804 -4.616  0.00
C: -21.070 -13.341 -4.772  0.01
C: -27.582 -17.123 -8.292  0.00
C: -23.619 -18.945 -10.254  0.02
C: -25.189 -14.884 -3.226  0.00
C: -32.675 -17.973 -5.418  0.00
C: -18.751 -13.707 -6.089  0.00
C: -24.721 -15.574 -2.133  0.00
C: -28.290 -18.427 -10.092  0.00
C: -24.079 -14.895 -1.078  0.00
C: -29.821 -19.823 -11.475  0.00
C: -26.974 -21.978 -6.967  0.00
C: -24.213 -12.812 -2.339  0.00
H: -27.660 -16.082 -7.976  0.00
H: -21.036 -12.289 -5.053  0.00
H: -22.123 -13.590 -4.636  0.00
H: -28.218 -23.317 -8.970  0.00
H: -27.391 -17.812 -5.396  0.00
H: -29.810 -23.323 -8.018  0.00
H: -18.959 -12.670 -5.826  0.00
H: -23.418 -13.010 -0.308  0.00
H: -24.260 -19.025 -9.376  -0.01
H: -33.335 -17.332 -4.833  0.00
H: -22.287 -20.779 -8.618  0.00
H: -33.234 -18.483 -6.203  0.00
H: -23.968 -11.762 -2.393  0.00
H: -20.500 -13.521 -3.860  0.00
H: -28.376 -24.272 -7.535  0.00
H: -28.043 -17.829 -7.601  0.00
H: -32.409 -18.782 -4.737  0.00
H: -22.620 -19.400 -7.522  0.00
H: -24.878 -20.093 -7.230  0.00
H: -23.779 -19.873 -10.802  0.00
H: -30.297 -20.373 -10.663  0.00
H: -30.601 -19.677 -12.222  0.00
H: -18.431 -13.849 -7.121  0.00
H: -27.660 -17.313 -3.777  0.00
H: -23.789 -15.418 -0.179  0.00
H: -24.081 -18.127 -10.806  0.00
H: -25.319 -12.929 -4.214  0.00
H: -29.060 -20.551 -11.753  0.00
H: -18.014 -14.147 -5.416  0.00
H: -25.011 -20.578 -5.439  0.00
H: -20.923 -19.835 -7.747  0.00
H: -25.670 -19.137 -5.980  0.00
H: -28.271 -18.849 -4.330  0.00
H: -26.505 -17.275 -8.370  0.00
H: -25.801 -15.471 -3.895  0.00

The multiplicity is 5. For the HOMO energy (alpha / beta), the calculation gives -5.78 / -8.55 eV. The value obtained for the gap between HOMO and LUMO (alpha / beta) is 0.223 / 0.320 Eh. Its expectation value of S² is 6.002. Its total charge is 0.

***

- Which value of multiplicity does entry 1 give?
  1